(1)
Density functional theory data (ωB97M-V/def2-TZVPD) for an isolated ion of composition C4H8P and charge +1.

The orbital gap comes out at 11.22 eV. As for the net charge: +1.

Last column: Mulliken charge in e.
Element x y z (Å)
1 C -0.8575 1.1138 -1.4760  -0.249
2 C -1.4961 1.0820 -0.3075  -0.247
3 C 1.3430 0.8098 0.7668  -0.934
4 C -0.1348 -2.0282 0.1217  -0.893
5 P 0.0059 0.1114 -0.2707  0.440
6 H -0.8738 1.5056 -2.4741  0.397
7 H -2.3646 1.4724 0.1830  0.407
8 H 1.1906 0.4734 1.7948  0.342
9 H 1.3317 1.8985 0.7335  0.349
10 H 2.3123 0.4456 0.4256  0.344
11 H 0.7457 -2.4517 -0.3383  0.351
12 H -1.0505 -2.3446 -0.3565  0.339
13 H -0.1519 -2.0880 1.1979  0.355



(2)
Density functional theory data (ωB97M-V/def2-TZVPD) for a 14-piece molecular cluster, H28O14 overall.

The orbital gap comes out at 8.63 eV.

Last column: Mulliken charge in e.
Element x y z (Å)
1 O 1.4771 -1.5419 1.4856  -0.606
2 H 2.2251 -1.0589 1.7626  0.218
3 H 1.4261 -2.2629 2.0936  0.225
4 O 0.0711 -0.1939 -0.4604  0.410
5 H 0.5061 -0.4409 0.3426  -0.134
6 H -0.3279 0.6361 -0.3184  0.205
7 O 2.3231 1.7741 2.2176  -0.674
8 H 2.5011 2.5301 2.7896  0.322
9 H 1.3651 1.7091 2.2076  0.476
10 O 0.7011 -1.8109 -2.8914  -0.707
11 H 1.3391 -1.8429 -2.1944  0.468
12 H 0.1321 -1.0089 -2.7834  0.279
13 O 2.5101 -1.9949 -0.9374  -0.630
14 H 3.2901 -2.4989 -0.8414  0.239
15 H 1.9811 -1.8769 -0.1474  0.396
16 O -0.9649 -3.5389 1.1516  -0.640
17 H -1.6229 -3.7209 0.5246  0.317
18 H -1.0739 -2.6029 1.3386  0.364
19 O 2.6531 1.1431 -0.4324  -0.765
20 H 2.6571 1.3401 0.5346  0.481
21 H 2.0381 0.4281 -0.5254  0.366
22 O -1.0419 0.6711 -3.7664  -0.666
23 H -1.8599 0.3101 -3.5344  0.311
24 H -0.6269 1.1341 -3.0204  0.328
25 O -1.5809 -0.9909 1.9346  -0.633
26 H -1.0069 -0.2179 1.9616  0.121
27 H -1.8039 -1.1079 2.8416  0.326
28 O -2.6659 -1.1549 -0.7334  -0.643
29 H -2.4819 -1.5529 -1.5994  0.317
30 H -1.8289 -0.8969 -0.3934  0.276
31 O -1.7909 1.8271 -0.7974  -0.713
32 H -2.4029 2.0141 -1.4904  0.261
33 H -1.1579 2.5681 -0.7834  0.272
34 O 1.3081 2.2671 -2.5004  -0.678
35 H 1.7311 1.7921 -3.1724  0.309
36 H 1.7361 2.0031 -1.6944  0.321
37 O -3.5519 1.4361 1.2136  -0.635
38 H -2.9439 1.4671 0.4806  0.387
39 H -3.0539 0.9421 1.8936  0.327
40 O -0.1859 1.2831 2.4016  -0.776
41 H 0.2531 0.8531 3.1076  0.290
42 H -0.2499 2.1851 2.7326  0.291



(3)
Density functional theory data (ωB97M-V/def2-TZVPD) for a 2-piece molecular cluster, C4H8O2 overall.

The orbital gap comes out at 9.78 eV.

Last column: Mulliken charge in e.
Element x y z (Å)
1 C -0.2321 -0.7222 -0.9614  -1.136
2 C 0.5899 0.2327 -0.4983  0.740
3 C 1.9697 -0.0195 0.0261  -1.106
4 O 0.2769 1.5473 -0.4356  -0.508
5 H -1.1826 -0.4826 -1.4279  0.446
6 H 0.0749 -1.7617 -0.9483  0.266
7 H 2.0400 0.3013 1.0709  0.265
8 H 2.2406 -1.0743 -0.0508  0.321
9 H 2.6884 0.5771 -0.5456  0.300
10 H -0.6891 1.6511 -0.3727  0.414
11 C -1.9348 -0.0712 1.0313  -0.025
12 O -2.2160 1.0436 0.6470  -0.514
13 H -1.1444 -0.2542 1.7798  0.241
14 H -2.4814 -0.9675 0.6854  0.296



What did the third record say?
Density functional theory data (ωB97M-V/def2-TZVPD) for a 2-piece molecular cluster, C4H8O2 overall.

The orbital gap comes out at 9.78 eV.

Last column: Mulliken charge in e.
Element x y z (Å)
1 C -0.2321 -0.7222 -0.9614  -1.136
2 C 0.5899 0.2327 -0.4983  0.740
3 C 1.9697 -0.0195 0.0261  -1.106
4 O 0.2769 1.5473 -0.4356  -0.508
5 H -1.1826 -0.4826 -1.4279  0.446
6 H 0.0749 -1.7617 -0.9483  0.266
7 H 2.0400 0.3013 1.0709  0.265
8 H 2.2406 -1.0743 -0.0508  0.321
9 H 2.6884 0.5771 -0.5456  0.300
10 H -0.6891 1.6511 -0.3727  0.414
11 C -1.9348 -0.0712 1.0313  -0.025
12 O -2.2160 1.0436 0.6470  -0.514
13 H -1.1444 -0.2542 1.7798  0.241
14 H -2.4814 -0.9675 0.6854  0.296



> Number 1 is which compound?

C4H8P



> The highest orbital gap belongs to which entry?

C4H8P